(1)
The following is a DFT calculation (the ωB97M-V functional and the def2-TZVPD basis) of a structure of composition C38H42Cl3N4O2SbSe5Ti.

Geometry as XYZ:
```
96
C38H42Cl3N4O2SbSe5Ti, DFT the ωB97M-V functional and the def2-TZVPD basis
Ti -1.963 -0.083 2.653
Cl 0.122 4.182 8.390
C -0.223 3.436 6.846
C -1.505 3.009 6.569
C -1.756 2.402 5.352
Cl -3.387 1.975 4.962
C -0.752 2.154 4.397
O -0.984 1.461 3.306
C 0.508 2.719 4.689
Cl 1.766 2.763 3.498
C 0.781 3.317 5.907
H -2.307 3.143 7.281
H 1.774 3.692 6.104
Se 2.403 -1.752 6.152
Sb 0.006 -1.868 4.916
Se -3.186 -1.534 3.990
Se 2.341 -1.028 3.886
Se -0.154 -4.221 4.333
C -1.736 -5.847 0.986
C -2.373 -4.596 0.480
C -2.725 -4.171 -0.790
C -3.209 -2.854 -0.614
N -3.157 -2.509 0.661
N -2.665 -3.575 1.302
C -3.717 -1.874 -1.623
H -2.316 -6.730 0.713
H -1.640 -5.805 2.072
H -0.730 -5.961 0.576
H -2.617 -4.725 -1.709
H -2.504 -3.494 2.308
H -3.284 -2.060 -2.609
H -3.469 -0.859 -1.306
H -4.804 -1.923 -1.719
C -2.570 4.072 -1.316
C -1.585 3.580 -0.430
C -1.880 2.565 0.436
C -3.168 1.964 0.482
C -3.468 0.879 1.376
C -4.760 0.398 1.351
C -5.749 0.913 0.481
C -5.458 1.926 -0.385
C -4.155 2.479 -0.405
C -3.824 3.533 -1.296
H -2.331 4.878 -2.001
H -0.586 4.000 -0.437
H -1.109 2.204 1.101
H -5.021 -0.430 1.996
H -6.746 0.485 0.499
H -6.209 2.322 -1.062
H -4.596 3.906 -1.964
C 1.586 3.575 -3.101
C 1.440 2.361 -4.011
C 0.190 1.533 -3.720
C 0.155 0.893 -2.335
N 1.335 0.089 -2.044
C 2.209 0.304 -1.013
Se 2.085 1.578 0.278
N 3.133 -0.700 -1.066
C 4.212 -0.871 -0.102
C 5.370 0.097 -0.302
C 6.047 0.043 -1.674
C 5.297 0.782 -2.784
C 2.824 -1.575 -2.090
C 3.420 -2.749 -2.519
C 2.810 -3.429 -3.566
C 1.642 -2.950 -4.157
C 1.052 -1.766 -3.735
C 1.672 -1.077 -2.705
H 2.440 4.189 -3.399
H 1.735 3.279 -2.061
H 0.689 4.198 -3.144
H 2.326 1.723 -3.924
H 1.402 2.686 -5.056
H 0.078 0.768 -4.492
H -0.695 2.174 -3.787
H -0.721 0.252 -2.220
H 0.093 1.643 -1.550
H 4.552 -1.903 -0.195
H 3.790 -0.752 0.899
H 6.100 -0.132 0.479
H 5.009 1.109 -0.106
H 6.212 -1.001 -1.968
H 7.042 0.487 -1.577
H 4.399 0.253 -3.102
H 5.930 0.907 -3.666
H 4.990 1.774 -2.444
H 4.310 -3.137 -2.044
H 3.242 -4.358 -3.916
H 1.177 -3.519 -4.952
H 0.129 -1.413 -4.173
C 0.237 -2.355 1.129
C -0.670 -1.270 1.569
O -1.048 -0.374 0.803
H 0.157 -2.515 0.051
H 0.043 -3.263 1.700
H 1.251 -2.049 1.407
```

Properties
Charge: -2
Max |F|, eV/Å: 0.7
Frontier orbital gap, eV: 5.4

Mulliken population analysis, charges in e, atoms 1 to 4:
1. Ti -0.7455
2. Cl -0.2812
3. C 0.4557
4. C -0.9174

(2)
The following is a DFT calculation (the ωB97M-V functional and the def2-TZVPD basis) of a structure of composition C38H42ClLaN12O8PS in a non-equilibrium geometry.

Geometry as XYZ:
```
104
C38H42ClLaN12O8PS, DFT the ωB97M-V functional and the def2-TZVPD basis
La -19.233 2.427 -3.841
N -25.687 7.505 -1.536
C -25.158 6.799 -2.561
C -24.005 7.254 -3.268
C -23.378 6.341 -4.049
C -23.878 5.026 -4.320
C -25.123 4.727 -3.787
C -25.782 5.627 -2.961
S -22.885 3.794 -5.099
O -23.758 2.794 -5.690
O -22.036 4.630 -5.929
N -21.847 3.079 -4.061
C -22.332 2.190 -3.157
N -23.639 1.977 -2.940
C -24.003 0.870 -2.322
C -23.056 -0.118 -1.941
C -21.699 0.230 -1.993
N -21.344 1.397 -2.612
H -25.108 8.260 -1.178
H -26.345 7.066 -0.877
H -23.521 8.261 -3.143
H -22.470 6.639 -4.587
H -25.474 3.719 -3.905
H -26.733 5.342 -2.513
H -25.108 0.690 -2.245
H -23.382 -1.084 -1.605
H -20.872 -0.410 -1.609
C -18.632 3.566 1.402
N -17.643 2.674 0.814
C -16.576 2.137 1.677
C -17.782 2.204 -0.482
N -18.734 2.421 -1.375
N -16.677 1.431 -0.898
C -16.535 1.142 -2.266
N -16.135 -0.134 -2.403
N -16.721 2.086 -3.162
H -18.778 4.407 0.751
H -18.230 3.868 2.355
H -19.631 3.018 1.492
H -16.593 2.662 2.603
H -15.592 2.204 1.066
H -16.742 1.067 1.913
H -19.549 2.721 -0.831
H -16.375 0.749 -0.192
H -16.542 -0.766 -1.701
H -16.144 -0.579 -3.293
H -15.994 2.040 -3.878
C -22.363 5.755 -12.541
C -21.082 5.282 -12.819
C -20.735 3.984 -12.587
C -21.682 2.995 -12.206
C -23.031 3.423 -12.136
C -23.333 4.783 -12.396
P -21.355 1.232 -11.806
C -22.090 -0.053 -10.777
C -21.388 -1.329 -10.497
C -22.097 -2.494 -10.223
C -23.470 -2.429 -10.097
C -24.099 -1.185 -9.996
C -23.396 0.008 -10.283
C -20.638 0.435 -13.329
C -20.747 -0.059 -14.613
C -19.538 -0.306 -15.355
C -18.290 -0.284 -14.783
C -18.118 0.250 -13.405
C -16.972 0.570 -12.589
C -17.182 1.300 -11.435
C -18.448 1.758 -10.970
C -19.558 1.207 -11.530
C -19.342 0.544 -12.786
H -22.639 6.824 -12.535
H -20.291 5.860 -13.237
H -19.711 3.629 -12.758
H -23.921 2.782 -11.980
H -24.423 5.047 -12.467
H -20.304 -1.395 -10.637
H -21.529 -3.399 -10.088
H -24.120 -3.312 -10.103
H -25.160 -1.131 -9.803
H -23.898 0.946 -9.981
H -21.747 -0.107 -15.140
H -19.684 -0.551 -16.387
H -17.484 -0.917 -15.141
H -15.945 0.247 -12.910
H -16.315 1.517 -10.839
H -18.523 2.249 -10.016
O -18.641 1.123 -5.913
Cl -18.787 -0.341 -5.572
O -19.688 -1.062 -6.439
O -17.497 -0.965 -5.507
O -19.434 -0.265 -4.192
C -17.834 7.174 -4.625
N -16.957 6.213 -5.387
C -17.266 4.931 -5.592
N -16.634 4.310 -6.613
O -18.157 4.380 -4.846
H -17.267 8.129 -4.539
H -17.958 6.839 -3.600
H -18.808 7.289 -5.176
H -16.450 6.725 -6.099
H -16.091 4.892 -7.263
H -16.563 3.321 -6.705
O -21.009 1.661 -7.918
N -20.613 0.932 -8.690
```

Properties
Charge: +1
Max |F|, eV/Å: 2.7
Frontier orbital gap (alpha / beta), eV: 2.8 / 6.0

Mulliken population analysis, charges in e, atoms 1 to 4:
1. La 1.9103
2. N -0.5150
3. C 1.1246
4. C -0.7304

(3)
The following is a DFT calculation (the ωB97M-V functional and the def2-TZVPD basis) of a structure of composition C38H42FIrN2O5P2S in a non-equilibrium geometry.

Geometry as XYZ:
```
92
C38H42FIrN2O5P2S, DFT the ωB97M-V functional and the def2-TZVPD basis
Ir 0.519 -0.449 -0.843
C 2.971 1.600 -0.292
C 2.676 1.442 1.213
P 1.235 0.337 1.497
C 1.402 -0.531 3.070
C 2.644 -0.999 3.503
C 2.744 -1.682 4.705
C 1.607 -1.933 5.464
C 0.364 -1.486 5.028
C 0.258 -0.787 3.835
C -0.143 1.494 1.887
C -1.407 1.312 1.323
C -2.476 2.133 1.662
C -2.289 3.146 2.596
C -1.044 3.326 3.185
C 0.020 2.504 2.838
P 1.402 1.887 -1.171
C 1.505 1.351 -2.881
C 0.497 1.822 -3.747
C 0.446 1.380 -5.050
C 1.377 0.444 -5.508
C 2.376 -0.023 -4.668
C 2.444 0.421 -3.354
C 1.116 3.670 -1.215
C 0.222 4.280 -0.340
C 0.106 5.664 -0.336
C 0.873 6.428 -1.205
C 1.755 5.814 -2.091
C 1.879 4.434 -2.105
H 3.390 0.666 -0.668
H 3.673 2.409 -0.480
H 2.430 2.398 1.668
H 3.544 1.033 1.720
H 3.531 -0.839 2.902
H 3.713 -2.021 5.054
H 1.688 -2.486 6.394
H -0.523 -1.683 5.621
H -0.712 -0.427 3.513
H -1.579 0.496 0.627
H -3.454 1.969 1.223
H -3.120 3.784 2.877
H -0.903 4.109 3.923
H 0.979 2.648 3.326
H -0.216 2.556 -3.392
H -0.311 1.767 -5.723
H 1.321 0.085 -6.528
H 3.111 -0.731 -5.033
H 3.235 0.058 -2.713
H -0.389 3.680 0.324
H -0.590 6.145 0.344
H 0.781 7.507 -1.199
H 2.346 6.412 -2.774
H 2.565 3.959 -2.797
F 1.882 -5.687 4.254
C 1.402 -4.954 3.267
C 2.074 -4.797 2.132
N 1.590 -4.006 1.087
C 2.381 -3.761 -0.126
C 2.595 -2.254 -0.266
O 3.023 -1.645 0.707
O 2.196 -1.707 -1.376
C 0.424 -3.326 1.214
O -0.007 -2.564 0.313
N -0.267 -3.539 2.357
C 0.101 -4.330 3.471
O -0.617 -4.425 4.428
H 3.027 -5.282 1.979
H 1.847 -4.138 -0.991
H 3.340 -4.262 -0.040
H -1.145 -3.050 2.448
C -3.321 2.024 -2.303
C -4.306 0.878 -2.541
C -3.646 -0.439 -2.951
S -2.550 -1.065 -1.675
O -1.144 -0.537 -2.109
C -2.540 -2.814 -2.089
C -3.635 -3.573 -1.332
C -3.379 -3.672 0.175
H -3.846 2.914 -1.954
H -2.800 2.283 -3.229
H -2.564 1.769 -1.553
H -4.993 1.151 -3.341
H -4.916 0.712 -1.649
H -2.999 -0.336 -3.828
H -4.383 -1.227 -3.123
H -1.544 -3.152 -1.793
H -2.639 -2.886 -3.174
H -3.683 -4.575 -1.757
H -4.612 -3.115 -1.522
H -2.455 -4.226 0.368
H -4.193 -4.198 0.672
H -3.289 -2.686 0.640
```

Properties
Charge: +2
Max |F|, eV/Å: 1.2
Frontier orbital gap (alpha / beta), eV: 8.0 / 6.2
2S+1: 5

Mulliken population analysis, charges in e, atoms 1 to 4:
1. Ir 3.2972
2. C -1.4664
3. C -0.8931
4. P -0.3292